Formula: C31H69N7O27S5
Source: the OMol25 dataset
Level of theory: ωB97M-V with the def2-TZVPD basis set

HOMO energy in Eh: -0.338
ΔE to the lowest compared entry with this formula, charge and spin in kJ/mol: 0.00
SMILES: O=S1(=O)OCCO1.O=S1(=O)OCCO1.O=S1(=O)OCCO1.O=S1(=O)OCCO1.O=S1(=O)OCCO1.CNC(C)=O.CNC(C)=O.CNC(C)=O.CNC(C)=O.CNC(C)=O.CNC(C)=O.CNC(C)=O
Calculated total energy in Ha: -5628.27004

XYZ file:
```
139
Properties=species:S:1:pos:R:3:forces:R:3:lowdin_charge:R:1
O 4.876326 -12.996120 -8.058290 -0.2518 0.2714 0.7575 -0.22
S 4.864469 -13.091061 -6.628585 -1.2305 -0.2746 -0.4938 0.66
O 6.049224 -13.593595 -6.006598 -1.3634 0.6519 0.4745 -0.22
O 4.233618 -11.744646 -5.971793 1.8839 0.0804 -0.3226 -0.22
C 2.833779 -11.683756 -6.212406 -1.1493 -0.4878 0.2406 -0.16
C 2.411589 -13.132075 -6.611657 0.1503 0.9135 0.2294 -0.15
O 3.520121 -13.897213 -6.154389 1.5562 -1.0652 -0.7107 -0.22
H 2.349761 -11.416027 -5.272541 0.2008 0.1571 0.0196 0.11
H 2.571952 -10.951521 -6.972884 0.2489 -0.0013 -0.0503 0.14
H 2.279898 -13.167371 -7.691818 0.0288 -0.4796 0.0399 0.13
H 1.555543 -13.510977 -6.063423 -0.1287 0.1666 -0.1249 0.14
O 1.189554 -11.284787 -0.303223 0.5007 0.3415 -1.0756 -0.24
S 1.534983 -11.128645 -1.693111 0.6652 -1.6100 -0.7102 0.65
O 0.521814 -10.622601 -2.592307 1.6104 -0.3494 0.9161 -0.24
O 2.972204 -10.429388 -1.906724 -1.8932 1.5020 -0.8505 -0.21
C 4.047120 -11.361063 -1.796981 -0.7352 -0.8875 1.0486 -0.14
C 3.499747 -12.606517 -2.487466 0.1136 0.1461 -0.1590 -0.14
O 2.093894 -12.598505 -2.250387 -1.5773 1.1760 0.8636 -0.23
H 4.975139 -11.006192 -2.231902 -0.1464 0.3006 0.0084 0.12
H 4.065728 -11.447323 -0.705860 1.0039 -0.7356 -0.1549 0.11
H 3.905305 -13.531569 -2.079961 0.0877 0.0355 -0.0483 0.12
H 3.595054 -12.559210 -3.572578 0.5299 -0.0233 0.0583 0.11
O 4.857163 -15.983496 -0.939597 0.6422 -0.6448 0.1103 -0.26
S 4.911528 -17.261918 -1.597170 -0.9282 1.0412 -0.7409 0.66
O 4.656500 -18.449603 -0.842714 0.4565 0.8156 -1.0809 -0.21
O 3.917689 -17.088292 -2.866044 -0.2988 -1.0280 1.5322 -0.20
C 4.564691 -16.343370 -3.883976 0.8867 -0.4531 0.2880 -0.15
C 6.000125 -16.946030 -3.828373 -0.0076 1.4290 -2.1130 -0.16
O 6.256196 -17.360425 -2.501520 -0.7176 -0.5593 0.9350 -0.18
H 3.992138 -16.575043 -4.777756 0.3678 0.2020 -0.2000 0.14
H 4.576348 -15.274068 -3.664408 -0.1491 -0.0624 0.0187 0.11
H 6.743478 -16.205637 -4.134184 -0.0795 0.2225 0.4726 0.13
H 6.113543 -17.702305 -4.608106 -0.1432 -0.7758 0.7643 0.13
O 6.361232 -7.834067 0.308105 0.0289 -0.2794 -0.3765 -0.20
S 5.998156 -9.146052 0.704226 -0.3956 -0.2351 1.8313 0.68
O 6.398465 -10.294062 -0.091344 -0.8169 1.4295 1.2743 -0.25
O 6.433931 -9.300262 2.286174 0.3015 -0.2168 -1.5435 -0.21
C 5.297095 -9.270803 3.170932 0.5144 0.0566 0.4375 -0.15
C 4.187170 -8.626988 2.345921 0.9193 -0.4812 0.8884 -0.15
O 4.411911 -9.197653 1.065111 0.5227 -0.4875 -1.7087 -0.20
H 5.154755 -10.290637 3.529764 -0.4667 -0.0397 -0.2521 0.13
H 5.579557 -8.664055 4.030408 0.0002 0.1037 -0.0932 0.14
H 4.365767 -7.552771 2.335889 -0.4244 0.0868 -0.2049 0.14
H 3.208347 -8.920454 2.708562 -0.1564 0.1824 -0.2871 0.14
O -4.314135 -13.864799 -3.843761 0.4754 -0.1665 0.7817 -0.22
S -3.761786 -14.096648 -2.550055 0.5928 0.2538 0.5271 0.65
O -4.321234 -15.071233 -1.662286 0.3764 0.5140 -0.6042 -0.22
O -2.154352 -14.281068 -2.654565 -1.4379 -0.3906 -0.5157 -0.19
C -1.505135 -13.716436 -1.523178 0.4944 -0.1094 0.2871 -0.15
C -2.480085 -12.642576 -0.970785 1.2096 0.4927 0.4147 -0.17
O -3.657252 -12.681411 -1.757623 -0.2038 -0.2887 -0.5929 -0.20
H -1.142929 -14.489202 -0.842399 -0.5715 -0.1104 0.1193 0.11
H -0.601187 -13.265079 -1.929517 -0.0986 0.2388 0.0082 0.10
H -1.926447 -11.705988 -1.087412 -0.6341 0.3205 -0.4430 0.10
H -2.725886 -12.651083 0.090176 -0.0918 -0.7888 -0.0088 0.13
C 8.100451 -14.193474 -1.148711 0.1924 -0.2750 0.8714 -0.06
N 8.753757 -13.606166 -2.291343 0.2121 -0.3904 0.1337 0.01
C 8.165573 -12.829049 -3.222480 -0.1876 0.3966 -0.0777 -0.55
C 9.059587 -12.424276 -4.374488 -0.5222 -0.0050 0.0434 0.01
O 6.983241 -12.530692 -3.165489 -0.3555 0.0930 0.0192 0.02
H 7.014952 -14.172397 -1.169232 0.0343 0.2936 -0.3586 0.07
H 8.451727 -13.696210 -0.239239 -0.2794 0.0601 0.0374 0.08
H 8.395602 -15.240397 -1.041721 -0.0260 -0.0035 -0.1827 0.09
H 9.746709 -13.762011 -2.299473 0.0105 0.1606 -0.4047 0.13
H 8.801307 -11.457953 -4.803181 -0.1053 0.1624 0.4458 0.08
H 8.798765 -13.120087 -5.175452 0.5834 -0.2257 0.0122 0.08
H 10.098820 -12.425145 -4.056147 0.1396 -0.2153 -0.4417 0.08
C 5.816487 -8.881045 -4.416978 0.4684 0.5355 0.2358 -0.06
N 6.299235 -7.960454 -5.437542 0.2400 -0.3784 0.0796 0.02
C 5.908393 -6.673708 -5.485054 -0.9892 0.7346 -0.3373 -0.56
C 6.318604 -5.859492 -6.704145 -0.8792 0.1696 0.4786 0.00
O 5.157284 -6.159340 -4.663457 0.2948 -0.5276 0.0862 0.02
H 5.691640 -8.301333 -3.502934 -0.2139 0.0055 -0.0063 0.09
H 6.565128 -9.638331 -4.191069 -0.0724 -0.1801 -0.2655 0.08
H 4.865241 -9.323795 -4.698768 0.0323 -0.2054 -0.0058 0.05
H 6.869345 -8.286352 -6.197534 -0.0288 -0.1883 0.0480 0.13
H 7.378740 -5.918397 -6.933733 -0.0421 0.2041 -0.1648 0.08
H 5.927663 -4.874023 -6.452368 0.8277 0.2974 0.0164 0.08
H 5.675846 -6.096288 -7.555957 0.3682 -0.6072 -0.1062 0.08
C 2.152117 -8.304721 -5.006173 0.2813 0.0359 0.1199 -0.08
N 1.385713 -7.171628 -4.516528 0.5108 -0.2084 0.8592 0.02
C 0.220914 -6.774704 -5.074203 -1.1781 -0.5289 -1.4609 -0.56
C -0.459040 -5.544860 -4.535767 1.1015 0.5177 1.2320 0.01
O -0.257687 -7.400968 -6.014250 0.1394 -0.0683 0.2382 0.03
H 2.968832 -8.541616 -4.326533 0.0721 0.5961 0.1608 0.06
H 2.576765 -8.066296 -5.979839 -0.0139 -0.2678 -0.2029 0.09
H 1.615508 -9.251410 -5.026786 -0.6725 0.3292 -0.3033 0.06
H 1.856188 -6.559023 -3.871125 -0.0680 -0.0008 0.0197 0.13
H -0.097468 -5.422105 -3.506177 -0.1403 0.2579 0.0038 0.07
H -1.542427 -5.528578 -4.485341 -0.0212 -0.5803 -0.4306 0.06
H -0.109710 -4.662654 -5.075030 -0.0241 -0.0728 -0.1650 0.09
C 1.492264 -18.765944 0.507084 -0.0421 -0.8858 0.5611 -0.07
N 1.948009 -17.402978 0.488105 1.1957 -0.1158 0.2691 0.01
C 1.282578 -16.365514 -0.028862 -2.4174 0.2445 -0.1492 -0.54
C 1.800707 -14.985637 0.314137 1.2610 -0.8492 -0.3761 0.02
O 0.186429 -16.532818 -0.568764 0.5784 0.2847 -0.2208 0.03
H 1.883718 -19.426207 -0.269422 -0.0328 0.4859 -0.4497 0.08
H 0.407525 -18.829354 0.522606 -0.0191 0.2186 -0.1758 0.09
H 1.856448 -19.240853 1.421843 -0.0898 0.2189 0.1312 0.09
H 2.797270 -17.200976 0.989022 0.0385 -0.0633 -0.1181 0.13
H 1.256333 -14.646848 1.191967 0.1667 0.2058 0.0211 0.10
H 1.772648 -14.269464 -0.501976 -0.5993 -0.1027 -0.0797 0.06
H 2.870421 -15.138552 0.488421 -0.0299 0.4738 0.5849 0.05
C 5.072003 -13.366585 1.789507 0.3484 1.5435 -0.2777 -0.04
N 6.325126 -12.607729 1.839211 -0.5441 -0.8402 -0.3856 0.01
C 7.148475 -12.720446 2.892681 1.0756 0.6620 0.9298 -0.57
C 8.535750 -12.107212 2.716163 -0.1528 0.4032 -0.5780 0.00
O 6.846620 -13.264492 3.945143 -0.1273 -0.3237 -0.3935 0.04
H 4.869178 -13.536097 0.730944 -0.1859 -0.2963 0.1158 0.06
H 4.317039 -12.681143 2.190146 -0.4854 -0.6952 0.1112 0.09
H 5.164432 -14.290881 2.346166 -0.0999 0.0361 0.0805 0.09
H 6.409022 -11.852845 1.175797 0.5018 -0.2355 -0.0941 0.07
H 8.803928 -11.472885 3.557931 -0.0702 -0.1958 0.1572 0.08
H 8.605581 -11.494444 1.812783 -0.1492 0.0084 0.0189 0.07
H 9.289053 -12.885586 2.593941 -0.1299 -0.1659 0.2496 0.08
C -2.676858 -8.990385 -3.306024 0.7882 0.4612 0.0865 -0.04
N -3.214676 -8.101176 -2.285368 -0.0283 -0.6931 0.2606 0.01
C -3.659628 -6.877173 -2.552740 -0.2909 2.5902 -0.8041 -0.56
C -4.355089 -6.061421 -1.465893 0.2281 -0.8358 0.7282 0.00
O -3.531609 -6.323373 -3.645444 0.0930 -0.8865 0.1407 0.02
H -3.166239 -8.836783 -4.264627 -0.4625 -0.2295 0.1996 0.10
H -2.719335 -10.005341 -2.920230 -0.2139 -0.1054 -0.3107 0.07
H -1.631618 -8.753684 -3.528922 0.0750 -0.0241 0.2258 0.07
H -3.285213 -8.414239 -1.333663 -0.0772 -0.1901 -0.0678 0.13
H -5.203409 -6.633477 -1.079921 -0.1508 0.2387 -0.0679 0.08
H -4.652591 -5.097993 -1.859392 -0.1649 -0.1325 -0.2543 0.08
H -3.721754 -5.854713 -0.596755 0.1981 -0.1947 -0.1181 0.07
C -0.037607 -7.491818 -0.716386 0.7459 0.3759 -0.7928 -0.07
N -0.352562 -7.946785 0.615644 -0.2771 -0.1558 -0.1318 0.02
C -0.126014 -7.160172 1.690989 0.6731 0.4350 0.8876 -0.56
C -0.677050 -7.680258 3.016621 -0.0619 -0.6392 -0.5431 0.00
O 0.491286 -6.109957 1.631297 -0.1022 -0.1108 -0.0502 0.04
H -0.813679 -6.897239 -1.200979 -0.2292 -0.0452 0.2167 0.08
H 0.259854 -8.266837 -1.420162 -0.4044 -0.5352 0.2915 0.06
H 0.853799 -6.865927 -0.688113 -0.1138 0.1860 0.4060 0.09
H -0.965748 -8.724903 0.782185 0.0636 -0.1279 -0.3795 0.12
H 0.067333 -7.878443 3.786076 0.3339 0.5345 -0.1919 0.08
H -1.128004 -8.664513 2.863321 -0.4635 0.2173 0.0806 0.07
H -1.386976 -6.940003 3.376870 -0.1101 -0.1692 0.1484 0.09
```
Positions in Å, forces in eV/Å.